## i
Computed, not measured: a molecular structure, C6H6Cl18Cr2O8S2, with ωB97M-V/def2-TZVPD.

```
42
Properties=species:S:1:pos:R:3:lowdin_charge:R:1
Cr 17.060 4.083 11.987 0.75
Cr 20.754 4.046 12.158 0.95
S 19.151 4.724 14.199 0.21
O 19.476 5.637 13.162 -0.36
O 19.251 5.598 15.331 -0.24
O 17.815 4.250 13.799 -0.41
O 20.177 3.738 14.078 -0.34
S 18.874 2.476 10.877 0.25
O 18.921 3.930 11.058 -0.48
O 18.946 2.181 9.461 -0.31
O 20.002 2.200 11.720 -0.37
O 17.526 2.290 11.459 -0.47
C 22.111 1.676 8.847 -1.44
Cl 22.027 3.411 9.381 0.57
Cl 22.880 0.679 10.079 0.55
Cl 23.069 1.440 7.332 0.52
H 21.126 1.246 8.670 -0.05
C 14.823 1.396 14.136 -1.47
Cl 13.203 1.444 14.780 0.57
Cl 15.904 1.695 15.490 0.55
Cl 15.006 2.708 12.952 0.62
H 15.109 0.414 13.761 0.04
C 18.810 -1.029 8.467 -1.52
Cl 19.624 -0.368 7.048 0.56
Cl 19.979 -1.705 9.593 0.53
Cl 17.658 -2.313 7.892 0.49
H 18.243 -0.312 9.060 -0.05
C 19.444 -0.882 13.341 -1.46
Cl 20.846 -1.876 13.673 0.55
Cl 18.767 -0.223 14.874 0.51
Cl 18.189 -1.815 12.350 0.44
H 19.760 -0.040 12.725 -0.02
C 16.108 2.631 8.264 -1.46
Cl 15.604 3.876 9.417 0.61
Cl 15.423 2.850 6.633 0.56
Cl 15.893 0.988 8.953 0.60
H 17.173 2.737 8.056 -0.03
C 19.760 4.157 6.741 -1.50
Cl 18.804 3.621 5.283 0.50
Cl 19.032 5.340 7.819 0.58
Cl 21.416 4.679 6.288 0.50
H 19.726 3.220 7.297 -0.04
```

Properties
Charge   0
2S+1   9
Gap between HOMO and LUMO (spin up / spin down)   8.07 / 8.32 eV
Molar mass   1012.386 g mol⁻¹

---

## ii
Computed, not measured: a molecular structure, C6H6Cl18Cr2O8S2, with ωB97M-V/def2-TZVPD.

```
42
Properties=species:S:1:pos:R:3:lowdin_charge:R:1
Cr -0.998 -0.435 -2.398 0.87
Cr -0.534 3.636 -1.230 1.08
S -1.707 1.756 -3.764 0.39
O -1.273 2.862 -2.782 -0.47
O -0.520 0.836 -3.977 -0.42
O -2.612 0.804 -3.016 -0.43
O -2.288 2.276 -4.937 -0.22
S 0.199 0.529 -0.238 0.35
O 0.240 2.013 -0.463 -0.47
O 0.775 -0.220 -1.422 -0.40
O 0.815 0.144 0.995 -0.29
O -1.247 0.099 -0.389 -0.43
C 3.241 0.696 -3.822 -1.54
Cl 2.528 2.292 -3.876 0.56
Cl 5.013 0.883 -3.869 0.51
Cl 2.659 -0.277 -5.175 0.55
H 2.964 0.235 -2.891 -0.02
C 3.386 -2.199 0.372 -1.57
Cl 2.217 -3.354 0.959 0.55
Cl 4.007 -2.702 -1.181 0.57
Cl 4.693 -1.989 1.528 0.55
H 2.881 -1.253 0.264 -0.02
C -1.110 1.771 2.869 -1.54
Cl -2.464 1.359 3.893 0.57
Cl 0.185 2.514 3.770 0.58
Cl -1.680 2.905 1.604 0.56
H -0.772 0.869 2.388 -0.06
C -1.193 -2.794 1.366 -1.56
Cl -0.851 -3.271 -0.303 0.56
Cl -0.899 -4.146 2.445 0.55
Cl -2.873 -2.273 1.535 0.58
H -0.542 -1.982 1.649 -0.06
C 1.952 -0.946 3.735 -1.52
Cl 2.769 0.284 4.693 0.54
Cl 0.205 -0.986 4.050 0.59
Cl 2.660 -2.524 4.090 0.51
H 2.070 -0.721 2.686 -0.03
C -4.286 0.607 0.195 -1.57
Cl -4.144 2.156 -0.661 0.55
Cl -5.080 -0.571 -0.826 0.58
Cl -5.104 0.853 1.734 0.53
H -3.281 0.265 0.400 -0.06
```

Properties
Charge   0
2S+1   9
Gap between HOMO and LUMO (spin up / spin down)   7.14 / 8.14 eV
Molar mass   1012.386 g mol⁻¹

---

Which structure wins on stability? ii wins.

---

## i
Computed, not measured: C3H8N2S2 in the gas phase, with ωB97M-V/def2-TZVPD.

```
15
Properties=species:S:1:pos:R:3:lowdin_charge:R:1
C -2.376 -0.288 1.067 -0.04
N -1.162 -0.637 0.842 -0.11
N -0.309 0.210 0.362 -0.12
C 0.962 -0.230 -0.048 -1.08
C 1.395 0.415 -1.378 -0.19
S 2.336 0.748 1.024 0.62
S 1.182 -1.963 0.028 0.78
H -2.794 0.719 0.969 0.06
H -3.189 -0.940 1.313 0.05
H -0.690 1.097 0.253 0.12
H 1.385 -0.294 -2.167 0.05
H 2.334 0.879 -1.344 0.01
H 0.601 1.184 -1.753 0.12
H 2.092 0.217 2.245 -0.16
H 0.226 -2.138 0.977 -0.11
```

Properties
Charge   0
SMILES string   C=NNC(C)(S)S
Gap between HOMO and LUMO   9.28 eV
Molar mass   136.245 g mol⁻¹

---

## ii
Computed, not measured: C3H8N2S2 in the gas phase, with ωB97M-V/def2-TZVPD.

```
15
Properties=species:S:1:pos:R:3:lowdin_charge:R:1
N -0.297 -1.737 -1.388 -0.03
N 0.096 -1.397 -0.167 -0.04
C 0.038 -0.164 0.198 -0.54
C -0.552 0.826 -0.781 -0.49
S 0.833 1.492 -1.823 0.72
C 0.563 0.234 1.508 -0.52
S -0.817 0.686 2.633 0.70
H -0.049 -1.005 -2.145 0.09
H -0.084 -2.739 -1.497 0.10
H -1.325 0.292 -1.476 0.11
H -1.060 1.591 -0.210 0.05
H 1.501 1.992 -0.810 -0.17
H 1.251 -0.590 1.791 0.10
H 1.121 1.132 1.361 0.05
H -1.218 -0.612 2.806 -0.12
```

Properties
Charge   0
SMILES string   NN=C(CS)CS
Gap between HOMO and LUMO   9.07 eV
Molar mass   136.245 g mol⁻¹

---

Which structure wins on stability? ii wins.